#P
DFT (ωB97M-V/def2-TZVPD) results for C20H30N2O5S in the gas phase.

Last column: natural (NBO) charge in e.
Positions of all 58 atoms, in Å:
C (4.4688, 1.6296, 6.9080)  -0.743
S (3.6622, 1.6339, 5.2962)  0.184
C (3.7657, -0.1455, 4.9137)  -0.337
C (2.7605, -0.9815, 5.6907)  -0.631
C (3.6612, -0.3272, 3.3886)  0.008
O (3.8588, -1.6746, 3.0145)  -0.690
C (2.2800, 0.0750, 2.8712)  0.662
O (1.3223, -0.6732, 2.9268)  -0.627
N (2.2121, 1.3395, 2.3945)  -0.606
C (0.9736, 1.9191, 1.9280)  -0.249
C (0.8717, 1.9549, 0.4030)  0.242
O (1.9802, 2.7694, 0.0068)  -0.732
C (0.9927, 0.5628, -0.2197)  -0.430
C (-0.2571, -0.2853, 0.0148)  -0.229
N (-1.4394, 0.4161, -0.4663)  -0.445
C (-2.0120, 0.2194, -1.6929)  0.693
O (-2.7894, 1.0217, -2.1773)  -0.626
C (-1.6381, -1.0731, -2.4183)  -0.516
C (-2.4713, -1.3183, -3.6447)  -0.019
C (-2.3177, -0.5294, -4.7815)  -0.176
C (-3.0839, -0.7619, -5.9076)  -0.209
C (-4.0299, -1.7842, -5.9275)  -0.067
C (-4.8673, -1.9863, -7.1621)  -0.073
O (-5.5867, -3.2057, -7.0674)  -0.720
C (-4.1867, -2.5726, -4.7998)  -0.159
C (-3.4098, -2.3378, -3.6708)  -0.208
C (-1.6499, 1.6936, 0.1971)  -0.228
C (-0.4450, 2.6082, -0.0209)  -0.425
H (4.5114, 2.6642, 7.2428)  0.235
H (3.9009, 1.0531, 7.6356)  0.215
H (5.4844, 1.2421, 6.8360)  0.212
H (4.7852, -0.4480, 5.1802)  0.205
H (2.8336, -2.0287, 5.3958)  0.229
H (2.9507, -0.9095, 6.7616)  0.206
H (1.7442, -0.6461, 5.4926)  0.231
H (4.4148, 0.3172, 2.9199)  0.172
H (4.7370, -1.9420, 3.3046)  0.469
H (3.0564, 1.8758, 2.2876)  0.413
H (0.1611, 1.3382, 2.3594)  0.233
H (0.9018, 2.9451, 2.2937)  0.214
H (1.9935, 2.8233, -0.9547)  0.470
H (1.1381, 0.6868, -1.2997)  0.197
H (1.8761, 0.0565, 0.1721)  0.229
H (-0.1567, -1.2486, -0.4753)  0.219
H (-0.3723, -0.4869, 1.0819)  0.227
H (-0.5787, -1.0154, -2.6884)  0.228
H (-1.7358, -1.9134, -1.7289)  0.229
H (-1.5976, 0.2799, -4.7778)  0.209
H (-2.9486, -0.1392, -6.7855)  0.206
H (-5.5583, -1.1413, -7.2664)  0.172
H (-4.2140, -1.9900, -8.0421)  0.168
H (-6.1785, -3.2697, -7.8211)  0.473
H (-4.9134, -3.3724, -4.8068)  0.223
H (-3.5425, -2.9633, -2.7951)  0.203
H (-2.5513, 2.1441, -0.2070)  0.251
H (-1.8078, 1.5031, 1.2621)  0.192
H (-0.5734, 3.5522, 0.5142)  0.218
H (-0.3862, 2.8459, -1.0883)  0.210

Output
- structure (SMILES) = CS[C@@H](C)[C@@H](O)C(=O)NCC1(O)CCN(C(=O)Cc2ccc(CO)cc2)CC1
- E_LUMO (eV) = 0.515
- gap between HOMO and LUMO (eV) = 9.17

=====

#Q
DFT (ωB97M-V/def2-TZVPD) results for C20H30N2O5S in the gas phase.

Last column: natural (NBO) charge in e.
Positions of all 58 atoms, in Å:
C (1.8647, 3.1115, 4.1381)  -0.613
C (2.4298, 2.1742, 5.1990)  -0.385
C (2.2808, 0.7008, 4.8182)  -0.400
C (3.1826, 0.3042, 3.6509)  -0.417
H (4.2126, 0.5657, 3.9046)  0.200
H (2.9024, 0.8783, 2.7670)  0.214
C (3.1148, -1.1893, 3.3155)  -0.224
C (1.8029, -1.5454, 2.5966)  -0.223
N (1.6123, -0.8864, 1.3225)  -0.874
S (0.7584, 0.5487, 1.2464)  2.316
O (1.6350, 1.6187, 0.8490)  -0.948
O (-0.0161, 0.6880, 2.4441)  -0.944
C (-0.3356, 0.1846, -0.1145)  -0.335
C (-1.3452, -0.7371, 0.0798)  -0.169
C (-2.2053, -1.0707, -0.9557)  -0.225
C (-2.0180, -0.4493, -2.1822)  0.156
C (-0.9990, 0.4910, -2.3674)  0.035
C (-0.1472, 0.8130, -1.3348)  -0.209
H (0.6454, 1.5362, -1.4395)  0.243
C (-1.0478, 1.0306, -3.7647)  -0.446
H (-0.0865, 0.9395, -4.2695)  0.228
H (-1.3186, 2.0881, -3.7551)  0.223
C (-2.1331, 0.1730, -4.4358)  -0.209
N (-2.7476, -0.6101, -3.3609)  -0.434
C (-3.8205, -1.4383, -3.5127)  0.696
O (-4.2338, -2.1500, -2.6217)  -0.604
C (-4.5109, -1.3760, -4.8653)  -0.500
H (-3.7894, -1.2741, -5.6756)  0.241
H (-5.0547, -2.3115, -4.9961)  0.243
C (-5.4963, -0.1953, -4.9030)  -0.513
H (-5.2358, 0.5429, -4.1380)  0.243
C (-5.4534, 0.5301, -6.2270)  0.800
O (-4.4675, 0.6829, -6.8988)  -0.607
O (-6.6455, 1.0205, -6.5658)  -0.676
H (-6.5977, 1.5038, -7.4065)  0.500
H (-6.5179, -0.5155, -4.7054)  0.247
H (-1.6888, -0.5084, -5.1688)  0.201
H (-2.8742, 0.7856, -4.9498)  0.222
H (-2.9962, -1.7881, -0.8191)  0.262
H (-1.4537, -1.1846, 1.0541)  0.234
H (2.4507, -0.8302, 0.7666)  0.402
H (1.7595, -2.6279, 2.4258)  0.195
H (0.9471, -1.2556, 3.2066)  0.231
C (4.3255, -1.6233, 2.4733)  -0.400
C (5.5779, -1.8420, 3.3155)  -0.598
H (5.4094, -2.6263, 4.0502)  0.202
H (6.4123, -2.1380, 2.6836)  0.210
H (5.8577, -0.9344, 3.8437)  0.204
H (4.0880, -2.5570, 1.9561)  0.196
H (4.5337, -0.8638, 1.7157)  0.195
H (3.1248, -1.7645, 4.2486)  0.203
H (1.2390, 0.5194, 4.5530)  0.213
H (2.5281, 0.0805, 5.6851)  0.192
H (1.8982, 2.3443, 6.1390)  0.197
H (3.4851, 2.4038, 5.3718)  0.187
H (1.8846, 4.1411, 4.4906)  0.203
H (2.4350, 3.0541, 3.2153)  0.208
H (0.8380, 2.8380, 3.9076)  0.214

Output
- structure (SMILES) = CCCC[C@H](CC)CNS(=O)(=O)c1ccc2c(c1)CCN2C(=O)CCC(=O)O
- E_LUMO (eV) = 0.418
- gap between HOMO and LUMO (eV) = 8.93

=====

Most stable one: #Q, least stable one: #P.

=====

#P
DFT (ωB97M-V/def2-TZVPD) results for 2 unconnected molecules or ions with the total composition C6H9N3O2.

Last column: natural (NBO) charge in e.
Positions of all 20 atoms, in Å:
C (2.5745, -0.7262, 0.6759)  0.796
C (2.4113, 1.4590, -0.4265)  0.778
C (-1.1795, -0.6389, 2.3753)  -0.519
C (-1.1199, 0.1382, 1.3090)  -0.302
C (0.6424, -0.0969, -0.5346)  0.453
C (-0.2890, -0.6209, -1.6241)  -0.652
N (3.0526, 0.6093, 0.4597)  -0.664
N (1.4752, -1.0279, -0.0092)  -0.635
N (1.1308, 1.1533, -0.7306)  -0.638
O (3.2800, -1.4279, 1.3155)  -0.580
O (2.8993, 2.4845, -0.8670)  -0.607
H (-1.9604, -0.5184, 3.2444)  0.201
H (-0.3613, -1.4172, 2.5847)  0.199
H (-1.6732, 0.9735, 0.8482)  0.179
H (-0.6999, -1.5727, -1.3284)  0.230
H (0.3434, -0.7807, -2.5393)  0.212
H (-1.1420, 0.0705, -1.8806)  0.239
H (3.7744, 0.8944, 1.0555)  0.436
H (1.1018, -1.9218, -0.0747)  0.427
H (0.6173, 1.8922, -1.2853)  0.446

Output
- E_LUMO (spin up / spin down) (eV) = 0.409 / 0.374
- gap between HOMO and LUMO (spin up / spin down) (eV) = 8.03 / 7.45

=====

#Q
DFT (ωB97M-V/def2-TZVPD) results for 2 unconnected molecules or ions with the total composition C6H9N3O2.

Last column: natural (NBO) charge in e.
Positions of all 20 atoms, in Å:
C (-1.2228, 0.0615, -1.3455)  0.687
C (-1.7796, 3.2138, 0.9573)  0.854
C (2.0515, -1.1378, -1.2370)  -0.438
C (1.6685, -0.3928, 0.0486)  -0.221
C (-0.9034, -0.1504, 0.2124)  -0.350
C (0.5551, -1.5337, -1.4128)  0.136
N (-0.3014, -0.5795, -2.0685)  -0.651
N (0.3098, -1.0570, 0.0953)  -0.427
N (-2.5342, 3.4459, 0.0665)  -0.755
O (-2.0990, 0.7026, -1.7007)  -0.580
O (-1.0769, 2.8386, 1.7914)  -0.521
H (2.4163, -0.4846, -2.0261)  0.214
H (2.5926, -2.0630, -1.1779)  0.213
H (2.2711, -0.7390, 0.8684)  0.203
H (1.6278, 0.7301, -0.1506)  0.186
H (-0.6987, 0.9018, 0.4526)  0.216
H (0.3273, -2.5505, -1.5942)  0.182
H (-0.5040, -0.7268, -3.0491)  0.402
H (-1.8272, -0.4508, 0.8393)  0.227
H (-3.0899, 4.2494, -0.1402)  0.425

Output
- structure (SMILES) = O=C1CN2CC[C@@H]2N1.N=C=O
- E_LUMO (eV) = 0.821
- gap between HOMO and LUMO (eV) = 9.47

=====

#R
DFT (ωB97M-V/def2-TZVPD) results for C6H9N3O2 in the gas phase.

Last column: natural (NBO) charge in e.
Positions of all 20 atoms, in Å:
C (-1.0242, -0.3285, 0.0675)  -0.023
C (-0.0333, -1.3322, 0.0670)  0.025
C (-0.0721, 1.0547, 0.0910)  0.434
C (1.2440, -0.7692, 0.0799)  0.364
C (-3.1885, 0.5221, -0.2240)  -0.134
C (2.3413, 1.4270, -0.0799)  -0.440
N (-2.3552, -0.4603, -0.1481)  -0.399
N (1.1884, 0.5959, 0.0960)  -0.363
N (-0.3416, -2.7996, 0.2741)  -0.841
O (-0.2776, 2.3897, 0.0037)  -0.668
O (2.4789, -1.3860, -0.0547)  -0.710
H (-4.2163, 0.1829, -0.3638)  0.172
H (-2.9996, 1.5625, -0.2034)  0.131
H (2.3960, 1.9561, 0.9651)  0.220
H (3.2638, 0.7396, -0.3498)  0.259
H (2.0950, 2.1905, -0.9238)  0.225
H (-0.6675, -2.8199, 1.2524)  0.366
H (-1.2094, -3.0940, -0.2822)  0.376
H (-1.0939, 2.5881, 0.3865)  0.493
H (2.4716, -2.2197, -0.6536)  0.512

Output
- structure (SMILES) = C=Nc1c(N)c(O)n(C)c1O
- E_LUMO (spin up / spin down) (eV) = 0.538 / 0.538
- gap between HOMO and LUMO (spin up / spin down) (eV) = 7.26 / 7.26

=====

Most stable one: #Q, least stable one: #R.

=====

#P
DFT (ωB97M-V/def2-TZVPD) results for 3 unconnected molecules or ions with the total composition C6H18O3.

Last column: natural (NBO) charge in e.
Positions of all 27 atoms, in Å:
C (-2.9240, 1.1938, -0.6384)  -0.631
C (-2.4141, 2.6740, -0.9153)  -0.057
O (-3.3998, 3.5236, -0.3638)  -0.718
H (-2.2954, 0.5116, -1.2107)  0.205
H (-3.9862, 1.1280, -0.8737)  0.219
H (-2.7587, 0.9307, 0.4064)  0.209
H (-2.3915, 2.9621, -1.9663)  0.152
H (-1.4182, 2.8595, -0.5130)  0.157
H (-3.5045, 4.1524, -1.0816)  0.465
C (1.6603, -3.1921, 0.4665)  -0.645
C (2.1938, -3.0977, -0.9428)  -0.066
O (2.7071, -1.7509, -1.2678)  -0.747
H (0.9765, -4.0096, 0.6948)  0.217
H (1.0790, -2.2938, 0.6745)  0.227
H (2.4864, -3.2403, 1.1759)  0.207
H (1.4709, -3.3296, -1.7249)  0.179
H (2.9757, -3.8529, -1.0226)  0.163
H (3.6510, -1.7359, -1.0934)  0.469
C (-0.0437, 0.9073, 1.8367)  -0.621
C (0.8192, 0.8071, 0.6375)  -0.062
O (2.0195, 0.1144, 1.0184)  -0.737
H (-0.9953, 1.3388, 1.5262)  0.208
H (0.4964, 1.5812, 2.5017)  0.207
H (-0.1060, -0.0535, 2.3477)  0.214
H (0.8993, 1.7860, 0.1649)  0.157
H (0.2778, 0.1730, -0.0646)  0.149
H (2.5246, -0.0871, 0.2273)  0.483

Output
- structure (SMILES) = CCO.CCO.CCO
- E_LUMO (eV) = 0.770
- gap between HOMO and LUMO (eV) = 10.78

=====

#Q
DFT (ωB97M-V/def2-TZVPD) results for 3 unconnected molecules or ions with the total composition C6H18O3.

Last column: natural (NBO) charge in e.
Positions of all 27 atoms, in Å:
C (-0.7080, -0.9225, -1.2004)  -0.626
C (-0.1553, -0.1664, -0.0160)  -0.063
O (0.1435, -1.1535, 0.9970)  -0.734
H (-1.4755, -1.6307, -0.8962)  0.221
H (0.0917, -1.4113, -1.7555)  0.211
H (-1.1895, -0.2442, -1.9108)  0.208
H (-0.9061, 0.5042, 0.4076)  0.158
H (0.7668, 0.3536, -0.2812)  0.161
H (0.6402, -0.7395, 1.7077)  0.465
C (4.4850, -1.0340, 0.6807)  -0.636
C (4.3702, 0.2010, -0.2005)  -0.059
O (5.4595, 1.1008, -0.0419)  -0.717
H (5.3217, -1.6437, 0.3478)  0.215
H (3.5423, -1.5786, 0.6795)  0.218
H (4.7045, -0.7044, 1.6997)  0.197
H (3.3944, 0.6937, -0.0776)  0.146
H (4.3895, -0.0388, -1.2670)  0.177
H (5.4755, 1.4273, 0.8624)  0.460
C (-4.0382, 0.5409, -0.8304)  -0.642
C (-4.0548, 1.1822, 0.5416)  -0.064
O (-4.7918, 0.3596, 1.4703)  -0.723
H (-5.0089, 0.6262, -1.3246)  0.203
H (-3.7723, -0.5133, -0.7549)  0.218
H (-3.3348, 0.9817, -1.5436)  0.211
H (-4.5565, 2.1516, 0.4885)  0.160
H (-3.0718, 1.2704, 0.9914)  0.178
H (-5.7216, 0.3877, 1.2266)  0.460

Output
- structure (SMILES) = CCO.CCO.CCO
- E_LUMO (eV) = 0.745
- gap between HOMO and LUMO (eV) = 11.16

=====

Most stable one: #Q, least stable one: #P.

=====

#P
DFT (ωB97M-V/def2-TZVPD) results for a molecular structure, C2H5BrO.

Last column: natural (NBO) charge in e.
Positions of all 9 atoms, in Å:
C (-0.0269, 0.3892, -0.7568)  -0.016
C (-0.2961, -0.0312, 1.2180)  -0.512
O (1.2369, 0.3499, -1.2901)  -0.681
Br (-0.1280, -1.8711, 1.3076)  0.007
H (-0.3550, 1.4155, -0.8430)  0.166
H (-0.6982, -0.2535, -1.3831)  0.164
H (-1.3689, 0.1860, 1.3196)  0.207
H (0.3098, 0.3957, 1.8981)  0.194
H (1.3264, -0.5805, -1.4704)  0.470

Output
- E_LUMO (eV) = 0.899
- gap between HOMO and LUMO (eV) = 9.98

=====

#Q
DFT (ωB97M-V/def2-TZVPD) results for 2 unconnected molecules or ions with the total composition C2H5BrO.

Last column: natural (NBO) charge in e.
Positions of all 9 atoms, in Å:
C (-0.7471, -0.7495, -0.1618)  -0.724
C (0.2075, 0.2678, 0.2277)  0.212
O (0.1057, 1.3266, -0.5946)  -0.719
Br (2.1227, -0.3677, 0.1817)  -0.101
H (-1.4400, -0.1956, -0.7727)  0.242
H (-0.2273, -1.4880, -0.7966)  0.242
H (-1.2571, -1.1857, 0.7203)  0.241
H (0.2335, 0.5371, 1.8475)  0.100
H (1.0020, 1.8550, -0.6514)  0.507

Output
- E_LUMO (eV) = 0.574
- gap between HOMO and LUMO (eV) = 10.12

=====

Most stable one: #P, least stable one: #Q.